No. 1
{
  "formula": "C9H11NO5",
  "method": "ωB97M-V/def2-TZVPD",
  "e_above_lowest_ev": 7.437,
  "homo_lumo_gap_ev": 9.04,
  "smiles": "C/C=C1\\OC=C[C@H]1O/C(=C\\[N+](=O)[O-])OC",
  "e_homo_ev": -8.814,
  "total_energy_ev": -21232.054,
  "elements": ["C", "C", "C", "O", "C", "C", "C", "O", "C", "C", "N", "O", "O", "O", "C", "H", "H", "H", "H", "H", "H", "H", "H", "H", "H", "H"],
  "positions_angstrom": [[2.4186, -0.9557, 1.6696], [1.1935, -0.3172, 1.0856], [1.2498, 0.5922, 0.1521], [2.4444, 0.9866, -0.5176], [2.0892, 1.8615, -1.4578], [0.7767, 2.0592, -1.5719], [0.0819, 1.2953, -0.5570], [-0.8454, 0.3891, -1.3051], [-1.1787, -0.7279, -0.7664], [-0.4255, -1.8649, -0.6744], [0.7904, -2.1527, -1.4069], [1.2174, -3.3248, -1.3475], [1.2287, -1.3142, -2.1728], [-2.4641, -0.8954, -0.3478], [-3.4239, 0.1509, -0.1449], [2.2202, -2.1140, 1.5856], [3.4678, -0.6898, 1.2214], [2.3966, -0.7302, 2.7968], [0.1407, -0.5481, 1.4420], [2.8712, 1.8555, -2.1780], [0.3695, 2.6270, -2.3720], [-0.5764, 1.8827, 0.0723], [-0.8241, -2.6136, 0.0599], [-4.3538, -0.3776, -0.2743], [-3.2858, 0.8052, -0.9505], [-3.4252, 0.6906, 0.8273]],
  "forces_ev_per_a": [[0.335, -1.971, 1.129], [-0.344, 0.046, 1.016], [-0.326, 1.476, -1.868], [-0.606, -1.050, 2.295], [-0.710, -1.499, -1.043], [1.452, 1.206, -0.602], [0.368, -0.559, 0.430], [-0.056, 1.193, -0.384], [-0.605, -1.980, 0.001], [-0.680, -0.575, 1.195], [-0.883, -1.329, -0.348], [-0.404, 1.593, 0.430], [0.248, 0.197, 0.351], [0.665, -0.403, 0.970], [0.380, -0.600, 0.332], [0.813, 2.050, 0.198], [-2.379, -0.349, 0.675], [0.351, -0.371, -1.565], [1.835, 0.153, -0.034], [0.465, 1.333, -0.592], [-0.581, 0.298, -0.253], [-0.100, -0.145, 0.381], [0.808, 0.398, -1.397], [-0.423, 0.075, 0.133], [-0.110, 1.435, -0.983], [0.488, -0.620, -0.467]],
  "nbo_charge": [-0.664, -0.202, 0.233, -0.469, 0.185, -0.342, 0.026, -0.505, 0.673, -0.294, 0.507, -0.414, -0.394, -0.506, -0.253, 0.234, 0.253, 0.228, 0.229, 0.214, 0.233, 0.205, 0.242, 0.205, 0.192, 0.184]
}

No. 2
{
  "formula": "C5H10N2S",
  "method": "ωB97M-V/def2-TZVPD",
  "e_above_lowest_ev": 5.063,
  "homo_lumo_gap_ev": [7.75, 7.87],
  "e_homo_ev": [-8.142, -8.241],
  "total_energy_ev": -19157.842,
  "elements": ["C", "C", "C", "C", "C", "N", "N", "S", "H", "H", "H", "H", "H", "H", "H", "H", "H", "H"],
  "positions_angstrom": [[-2.0384, 0.0781, -0.2056], [1.8204, -0.1455, -0.1581], [0.0826, 0.3894, 1.6319], [-0.7858, -0.4665, -0.5029], [0.3546, 0.4174, 0.1365], [-3.1255, 0.4649, -0.0134], [-0.5893, -1.7428, -0.5739], [0.1922, 2.1674, -0.3859], [2.0002, -0.9499, 0.4955], [2.4349, 0.6517, 0.4372], [2.0086, -0.2652, -1.2722], [-0.4799, -0.4825, 1.9290], [-0.3881, 1.4149, 1.7739], [1.1152, 0.3954, 2.1698], [-0.9165, 0.5010, -2.3136], [0.3292, -2.1216, -0.8510], [-1.4704, -2.3138, -0.8646], [-0.5438, 2.0077, -1.4326]],
  "forces_ev_per_a": [[-4.006, 0.626, 0.101], [-0.974, 3.334, 0.297], [1.952, 2.059, 0.925], [2.409, 5.062, -1.732], [0.482, -1.287, -1.662], [2.063, -0.694, -0.073], [-1.783, -4.738, -1.015], [1.301, 0.316, 1.359], [0.078, -1.851, 0.161], [-0.507, -1.080, -1.966], [0.174, 0.196, 1.634], [-0.263, 0.005, 0.345], [0.066, -1.799, 0.910], [-1.892, -0.017, -0.606], [0.181, -1.301, 1.766], [-0.979, 0.489, 0.228], [2.531, 1.147, 0.736], [-0.834, -0.468, -1.408]],
  "nbo_charge": [0.197, -0.648, -0.657, 0.154, -0.157, -0.269, -0.770, -0.018, 0.208, 0.238, 0.239, 0.224, 0.255, 0.216, -0.194, 0.419, 0.418, 0.147]
}